Entry from OMol25: C11H14BN7OSr as an isolated structure (ωB97M-V with the def2-TZVPD basis set).

The geometry in XYZ format:
```
35
Properties=species:S:1:pos:R:3:forces:R:3
C 2.90362 -0.21083 -0.01252 -0.72 0.18 -2.10
N 1.62904 -0.19497 -0.49418 0.64 0.70 0.74
N 1.68696 0.20125 -1.81409 0.05 -0.65 1.03
C 2.98088 0.31365 -2.18962 -0.16 -0.17 1.20
C 3.78375 0.06406 -1.07587 -0.29 0.17 -0.22
B 0.45041 0.33504 -2.76039 0.72 -0.92 -0.18
N -0.54131 -0.81196 -2.41151 -0.17 -0.62 1.21
N -0.77849 -1.25644 -1.12475 -0.93 -0.33 -0.15
C -1.61564 -2.32155 -1.21500 0.72 1.04 -1.63
C -1.88131 -2.58931 -2.57014 0.35 0.38 0.10
C -1.16535 -1.63076 -3.28662 -0.34 -0.18 0.92
Sr 0.36771 -1.85658 1.08632 2.90 0.57 -3.42
N -0.18300 1.78108 -2.76823 -0.28 1.33 -1.62
N -0.69752 2.26510 -1.58118 -0.81 1.64 0.33
C -1.17140 3.48904 -1.82225 0.34 -0.83 0.08
C -0.97473 3.82741 -3.18480 -0.73 0.89 1.40
C -0.34452 2.70710 -3.74833 1.37 -3.54 0.87
H -1.63303 4.08906 -1.04780 0.11 -0.17 -0.10
H -0.00491 2.51421 -4.75978 -0.07 0.07 0.15
H -1.24937 4.74522 -3.66464 -0.03 0.18 -0.24
H 0.83656 0.17467 -3.88331 -0.07 0.01 -0.04
H -1.03065 -1.48732 -4.34447 -0.16 -0.01 -0.07
H 3.21450 0.52850 -3.21589 0.21 0.12 -0.04
H -2.50572 -3.35812 -2.96614 -0.15 -0.27 -0.19
H 4.85143 0.07740 -1.05805 0.32 0.05 0.05
H -2.00990 -2.82798 -0.33515 0.08 0.10 -0.22
H 3.13327 -0.39247 1.04024 -0.13 -0.04 -0.38
H -1.85951 -1.02923 1.16118 0.11 -0.53 0.45
C -1.89800 -1.63285 2.09746 -1.47 -0.48 0.41
H -2.88222 -2.10306 2.11626 -0.06 0.23 0.07
H -1.20875 -2.50782 2.21387 -1.63 0.59 0.54
H -1.82519 -0.96514 2.95402 0.03 -0.15 0.05
O 0.39528 0.54333 5.21548 0.29 -1.16 -2.37
C 0.53888 0.02089 4.15080 -0.14 1.58 2.99
N 0.68813 -0.50073 3.07306 0.11 0.22 0.37
```
Forces are in eV/Å.

Calculated values
Total charge: +2
HOMO-LUMO gap (alpha / beta): 5.083 / 3.762 eV